Molecular formula: C36H41IN5O9P
Method: DFT, the ωB97M-V functional and the def2-TZVPD basis

CARTESIAN COORDINATES (ANGSTROEM)
C 3.65 -4.13 -1.88
P 2.49 -3.33 -3.18
O 1.56 -4.61 -3.89
C 1.38 -2.19 -2.15
C -0.14 -2.67 -1.80
O -0.72 -3.73 -2.04
O -0.65 -1.48 -1.16
C 0.03 -0.21 -1.56
C 0.65 0.26 -0.16
O 2.08 0.44 -0.15
O 2.71 -0.51 0.60
C -1.25 0.60 -2.16
C -2.20 1.22 -1.03
O -2.55 2.42 -1.17
I -2.98 0.18 0.71
C 0.98 -0.75 -2.72
O 0.19 -1.02 -3.91
C 2.21 0.13 -3.25
C 2.02 1.72 -3.15
C 3.28 2.45 -2.45
O 4.39 1.92 -2.29
O 3.12 3.80 -2.02
H 3.09 -4.30 -0.89
H 4.06 -5.13 -2.22
H 4.52 -3.43 -1.62
H 1.72 -5.40 -3.31
H 1.85 -2.23 -1.10
H 0.42 -0.56 0.63
H 0.19 1.22 0.27
H 3.63 -0.65 0.27
H -1.89 -0.14 -2.75
H -0.95 1.42 -2.89
H 0.66 -1.63 -4.52
H 2.35 -0.12 -4.37
H 3.17 -0.24 -2.72
H 1.08 2.06 -2.63
H 2.01 2.14 -4.23
H 3.81 4.34 -2.47
C -7.78 1.10 4.24
C -7.74 -0.14 3.60
C -6.53 -0.81 3.56
N -5.39 -0.35 4.10
C -5.46 0.85 4.71
C -6.61 1.60 4.81
H -8.70 1.66 4.30
H -8.63 -0.56 3.15
H -6.45 -1.78 3.08
H -4.52 1.20 5.13
H -6.61 2.56 5.31
C 9.10 -5.71 -1.08
C 7.99 -6.44 -1.49
C 6.75 -6.09 -0.98
N 6.56 -5.09 -0.10
C 7.65 -4.41 0.28
C 8.93 -4.67 -0.18
H 10.09 -5.95 -1.46
H 8.09 -7.26 -2.19
H 5.86 -6.63 -1.27
H 7.47 -3.61 0.99
H 9.77 -4.08 0.17
C -7.94 6.36 2.95
C -8.11 5.81 4.21
C -8.91 4.68 4.33
N -9.53 4.09 3.30
C -9.35 4.65 2.09
C -8.57 5.77 1.87
H -7.33 7.24 2.82
H -7.64 6.24 5.09
H -9.07 4.21 5.30
H -9.86 4.15 1.27
H -8.46 6.18 0.87
C 11.44 -10.35 -1.77
C 11.85 -9.35 -0.92
C 12.12 -8.10 -1.45
N 12.00 -7.80 -2.76
C 11.60 -8.80 -3.57
C 11.31 -10.08 -3.13
H 11.22 -11.34 -1.39
H 11.96 -9.53 0.15
H 12.44 -7.27 -0.82
H 11.52 -8.53 -4.62
H 10.99 -10.84 -3.83
C -9.34 11.89 2.73
C -8.12 11.84 2.06
C -7.61 10.60 1.73
N -8.22 9.44 2.01
C -9.39 9.51 2.66
C -9.99 10.70 3.04
H -9.77 12.84 3.01
H -7.59 12.75 1.81
H -6.67 10.51 1.20
H -9.86 8.56 2.88
H -10.94 10.71 3.56

The calculation puts the total energy at -2986.15197 Ha. Its total charge is 0.